1.
{
  "formula": "H2INS",
  "method": "ωB97M-V/def2-TZVPD",
  "homo_ev": [-10.11, -8.15],
  "e_lumo_ha": [-0.004, -0.128],
  "e_above_lowest_kj_mol": 240.6,
  "gap_ev": [9.99, 4.66],
  "symbols": ["N", "S", "I", "H", "H"],
  "coordinates": [[-1.75171, 0.09218, 0.03975], [-0.28823, -0.16380, -0.39740], [4.21576, -0.12280, 0.31615], [-2.39450, -0.36781, -0.59160], [0.21868, 0.56223, 0.63309]],
  "forces_ev_per_a": [[-2.7, 0.4, 0.7], [2.4, 0.1, 0.0], [0.0, 0.0, 0.0], [-0.2, -0.2, -0.2], [0.5, -0.3, -0.4]]
}


2.
{
  "formula": "H2IO",
  "method": "ωB97M-V/def2-TZVPD",
  "charge": -1,
  "homo_ev": -3.54,
  "e_lumo_ha": 0.145,
  "e_above_lowest_kj_mol": 53.8,
  "gap_ev": 7.50,
  "symbols": ["O", "H", "H", "I"],
  "coordinates": [[-0.15033, 0.62092, 0.66400], [-0.94755, 0.17064, 1.02449], [0.04580, 0.14453, -0.17435], [1.05208, -0.93610, -1.51413]],
  "forces_ev_per_a": [[-1.6, 0.5, 1.6], [0.9, 0.5, -0.4], [-0.2, 0.3, 0.4], [0.9, -1.2, -1.6]]
}